The following is a quantum chemistry calculation of C12H8BrIrN2OS2 as an isolated structure, from the OMol25 dataset.

Last column: natural (NBO) charge in e.
Geometry (Å):
Ir (-0.02234, 0.05273, 0.02644)  0.958
S (2.29663, 0.06356, 0.43855)  -0.058
C (1.67990, 0.05781, 2.03510)  -0.094
N (0.36855, 0.00436, 2.06901)  -0.568
C (-0.15450, -0.03833, 3.37163)  0.205
C (-1.48460, -0.09543, 3.74574)  -0.251
C (-1.78861, -0.12384, 5.08885)  -0.188
C (-0.78319, -0.09266, 6.05968)  -0.220
C (0.55132, -0.03114, 5.70008)  -0.203
C (0.85766, -0.00472, 4.34045)  -0.240
S (2.43620, 0.07804, 3.57750)  0.441
H (-2.24960, -0.11531, 2.97686)  0.224
H (-2.82465, -0.16890, 5.39811)  0.218
H (-1.05498, -0.11456, 7.10655)  0.220
H (1.33159, -0.00339, 6.44804)  0.226
Br (-6.75497, 0.09676, -0.36121)  0.100
C (-4.87555, 0.07859, -0.26434)  -0.044
C (-4.17287, 1.25947, -0.11952)  -0.268
C (-2.79134, 1.20123, -0.05051)  0.069
N (-2.12242, 0.04679, -0.11841)  -0.461
C (-2.81418, -1.08973, -0.26096)  0.065
C (-4.19048, -1.12424, -0.33762)  -0.284
H (-4.67720, 2.21233, -0.06144)  0.242
H (-2.16246, 2.07867, 0.04905)  0.274
H (-2.23174, -2.00043, -0.31337)  0.215
H (-4.70780, -2.06463, -0.45231)  0.243
O (-0.13039, 1.81106, -0.41044)  -0.822

Cartesian forces (eV/Å) of the 2 atoms listed first:
-0.128 1.845 0.983
0.304 -0.019 -0.009

Properties
Energy relative to the best compared isomer or geometry (same formula, charge and spin) (kJ/mol): 79.1
HOMO-LUMO gap (alpha / beta) (eV): 7.201 / 7.242

---

The following is a quantum chemistry calculation of C3H8N3S as an isolated structure, from the OMol25 dataset.

Last column: natural (NBO) charge in e.
Geometry (Å):
C (1.28525, 0.88414, -0.73842)  -0.186
C (0.20201, 0.53362, -0.03574)  -0.225
C (2.62780, -0.16022, -2.55535)  0.637
N (2.06673, 0.21510, -1.58510)  -0.230
N (3.57514, -0.78385, -3.17245)  -0.782
N (-2.45462, -0.15146, 1.98357)  -0.980
S (-0.28547, -1.13758, 0.19232)  -0.153
H (1.60929, 1.94005, -0.69903)  0.227
H (-1.57815, -0.66541, 1.17831)  0.318
H (-0.32201, 1.29153, 0.55270)  0.214
H (4.10889, -1.52000, -2.82007)  0.442
H (3.70719, -0.46468, -4.13877)  0.441
H (-2.47046, 0.82013, 1.72812)  0.412
H (-1.97644, -0.35063, 2.84237)  0.426
H (-3.40782, -0.60593, 1.82395)  0.440

Cartesian forces (eV/Å) of the 2 atoms listed first:
0.624 3.419 0.092
-0.709 -2.875 0.822

Properties
Energy relative to the best compared isomer or geometry (same formula, charge and spin) (kJ/mol): 189.9
Charge: +1
HOMO-LUMO gap (alpha / beta) (eV): 7.300 / 7.302

---

The following is a quantum chemistry calculation of a 15-piece molecular cluster, C6H43BNO16 overall, from the OMol25 dataset.

Last column: natural (NBO) charge in e.
Geometry (Å):
C (-3.92405, -1.69795, 3.16315)  -0.637
C (-3.23103, -0.42833, 2.64797)  -0.050
C (-1.81369, -0.29759, 3.21550)  -0.401
C (-0.91585, 0.17714, 2.02847)  -0.663
B (-0.74745, 1.73428, 1.75919)  1.188
O (0.10987, 2.12488, 0.75361)  -0.919
O (-1.39166, 2.73357, 2.49974)  -0.934
C (-1.57479, -0.61339, 0.90051)  -0.207
N (-3.03203, -0.31783, 1.13222)  -0.343
C (-3.94606, -1.08611, 0.24406)  -0.421
H (-3.34328, -2.13059, 3.97215)  0.243
H (-4.04261, -2.47522, 2.41160)  0.225
H (-4.91502, -1.48554, 3.55637)  0.237
H (-3.89121, 0.39379, 2.92185)  0.217
H (-1.75157, 0.24628, 4.14962)  0.273
H (-1.43551, -1.30239, 3.40127)  0.224
H (0.08114, -0.17099, 2.29771)  0.309
H (-0.24256, 1.80742, -0.09502)  0.517
H (-2.31476, 2.78924, 2.22161)  0.504
H (-1.31769, -0.23448, -0.08742)  0.226
H (-1.52535, -1.69102, 1.02278)  0.267
H (-3.25996, 0.65456, 0.93813)  0.410
H (-4.94324, -0.66037, 0.23345)  0.247
H (-3.55689, -0.98638, -0.76598)  0.225
H (-3.93940, -2.14103, 0.48641)  0.244
O (0.51053, 0.62735, -2.08292)  -0.985
H (1.39618, 0.39661, -1.76030)  0.501
H (0.68475, 1.31196, -2.73833)  0.483
O (-5.71612, -0.32550, -2.17263)  -0.956
H (-5.20891, 0.25042, -2.75624)  0.480
H (-5.56605, -1.21029, -2.52596)  0.484
O (-1.63449, -3.80068, 0.29357)  -0.970
H (-1.25064, -4.47100, 0.87355)  0.500
H (-1.37763, -4.09180, -0.58684)  0.478
O (3.05050, -0.28195, -2.67008)  -0.990
H (3.68965, 0.17504, -3.23906)  0.520
H (3.09395, -1.20114, -2.95032)  0.475
O (1.67601, -0.72984, 0.73669)  -0.961
H (2.53429, -0.65615, 0.29805)  0.486
H (1.23744, 0.10254, 0.51139)  0.482
O (0.96649, -5.19815, 0.18219)  -0.949
H (1.84990, -5.28756, 0.55520)  0.482
H (1.04565, -4.44930, -0.41778)  0.467
O (2.04951, -0.19816, -5.52527)  -0.940
H (2.18315, -1.13274, -5.71151)  0.467
H (1.61551, -0.17801, -4.66502)  0.471
O (-8.71381, 0.28441, -2.82921)  -0.947
H (-7.79907, 0.19609, -2.53784)  0.476
H (-8.71313, 1.01527, -3.45406)  0.466
O (5.19693, 1.79443, -3.78356)  -0.968
H (5.42551, 1.85165, -4.71626)  0.476
H (5.58153, 2.58841, -3.39542)  0.495
O (7.83084, 2.93616, -2.83077)  -0.965
H (8.69697, 2.72403, -2.47018)  0.478
H (8.02200, 3.61111, -3.49579)  0.487
O (3.86529, -0.38292, 2.94585)  -0.952
H (4.53084, -0.97910, 2.59068)  0.472
H (3.10015, -0.47119, 2.36663)  0.475
O (-1.63721, 2.24571, 5.35848)  -0.967
H (-1.53195, 2.39441, 4.41010)  0.479
H (-1.28095, 3.03279, 5.78300)  0.484
O (0.70067, 0.08507, 4.99302)  -0.946
H (1.60729, 0.13456, 4.66508)  0.480
H (0.33207, 0.96309, 4.84036)  0.470
O (9.38786, 3.89486, -5.38973)  -0.956
H (10.02284, 4.35658, -5.94630)  0.482
H (9.43882, 2.97638, -5.67379)  0.475

Cartesian forces (eV/Å) of the 2 atoms listed first:
-0.141 -0.130 -0.253
-0.401 -0.338 0.995

Properties
Charge: +1
HOMO-LUMO gap (eV): 9.943

---

The following is a quantum chemistry calculation of a 5-piece molecular cluster, C33H68F2N2O4 overall, from the OMol25 dataset.

Last column: Löwdin charge in e.
Geometry (Å):
O (-1.51961, -3.76893, 4.78554)  0.164
C (-0.47937, -3.17736, 4.89062)  -0.369
N (-0.09818, -1.99474, 4.14732)  0.054
C (0.38593, -1.04349, 5.19978)  -0.121
C (0.56453, -1.85679, 6.51675)  -0.234
C (1.72791, -1.47812, 7.46246)  -0.146
C (3.16618, -1.80031, 6.99824)  -0.159
C (3.83623, -0.68667, 6.16210)  -0.249
O (4.47224, -1.12676, 4.95571)  -0.085
C (0.54437, -3.31092, 6.02530)  -0.164
N (0.29277, -4.29100, 7.11526)  0.101
C (-0.81045, -5.22268, 6.95663)  -0.467
O (-0.83979, -6.18818, 6.31740)  0.238
F (-1.81706, -4.83155, 7.78124)  0.125
C (1.50492, -4.95728, 7.50023)  -0.493
O (2.18088, -5.63967, 6.87502)  0.251
F (1.78093, -4.63449, 8.78735)  0.123
H (0.68754, -2.27186, 3.54932)  0.127
H (-0.39548, -0.27235, 5.33768)  0.126
H (1.29896, -0.52746, 4.86455)  0.102
H (-0.37984, -1.73169, 7.09386)  0.160
H (1.54136, -1.95733, 8.44478)  0.114
H (1.65886, -0.38378, 7.64708)  0.126
H (3.20405, -2.73187, 6.40303)  0.100
H (3.78034, -2.01188, 7.89565)  0.122
H (4.63412, -0.18494, 6.74467)  0.126
H (3.08445, 0.08806, 5.91740)  0.096
H (4.02740, -1.93082, 4.62537)  0.086
H (1.50550, -3.55664, 5.52469)  0.160
C (2.40176, 2.10672, 2.86653)  -0.106
C (3.32936, 1.01010, 2.35255)  -0.263
C (4.80963, 1.26910, 2.63047)  -0.226
C (5.37621, 2.52699, 1.96862)  -0.220
C (5.18509, 2.56688, 0.45452)  -0.269
C (5.88012, 1.43064, -0.28851)  -0.106
H (2.60288, 3.06506, 2.38429)  0.066
H (1.35456, 1.86138, 2.67988)  0.061
H (2.52672, 2.24776, 3.94361)  0.071
H (3.16513, 0.87078, 1.27963)  0.092
H (3.06013, 0.06036, 2.82510)  0.083
H (5.38396, 0.39620, 2.31065)  0.104
H (4.95683, 1.33257, 3.71231)  0.102
H (6.44204, 2.60346, 2.20539)  0.110
H (4.90687, 3.41308, 2.40588)  0.102
H (5.55034, 3.52343, 0.07183)  0.106
H (4.11400, 2.53793, 0.23445)  0.072
H (6.95755, 1.45182, -0.11024)  0.075
H (5.71861, 1.50560, -1.36479)  0.068
H (5.51037, 0.45448, 0.02958)  0.065
C (-0.46279, 0.22390, -3.41532)  -0.107
C (0.02508, 1.65181, -3.63181)  -0.259
C (1.38926, 1.92465, -3.00025)  -0.220
C (1.42697, 1.73090, -1.48343)  -0.224
C (0.42841, 2.57841, -0.69863)  -0.260
C (0.64539, 4.07960, -0.85758)  -0.101
H (-0.58632, -0.00566, -2.36035)  0.060
H (-1.42910, 0.06182, -3.89786)  0.052
H (0.24325, -0.49710, -3.83403)  0.070
H (-0.71524, 2.35312, -3.23438)  0.099
H (0.08608, 1.85584, -4.70490)  0.099
H (1.70470, 2.94110, -3.25119)  0.103
H (2.13091, 1.25881, -3.45342)  0.110
H (2.43804, 1.95972, -1.12919)  0.088
H (1.25986, 0.67550, -1.24763)  0.103
H (0.50894, 2.31465, 0.36031)  0.089
H (-0.59138, 2.32184, -0.99597)  0.091
H (1.65156, 4.36159, -0.53732)  0.071
H (-0.06711, 4.64851, -0.25871)  0.070
H (0.52723, 4.39671, -1.89508)  0.066
C (0.17121, -1.13060, -6.82283)  -0.112
C (-0.60331, -0.91255, -8.11592)  -0.265
C (-1.49625, 0.33135, -8.09319)  -0.223
C (-2.56307, 0.36680, -6.99284)  -0.223
C (-3.51102, -0.82891, -6.98484)  -0.264
C (-4.30811, -0.97248, -8.27700)  -0.108
H (-0.50488, -1.29214, -5.98267)  0.052
H (0.83220, -1.99584, -6.88599)  0.072
H (0.78520, -0.25646, -6.58964)  0.074
H (-1.20490, -1.80111, -8.32961)  0.099
H (0.09710, -0.81584, -8.94907)  0.104
H (-1.97480, 0.43523, -9.07105)  0.100
H (-0.86177, 1.21627, -7.97494)  0.108
H (-3.14857, 1.28475, -7.11061)  0.112
H (-2.08213, 0.44563, -6.01390)  0.078
H (-4.19983, -0.71915, -6.14272)  0.089
H (-2.95238, -1.75105, -6.79709)  0.101
H (-4.89710, -0.07331, -8.47165)  0.076
H (-4.99639, -1.81689, -8.22486)  0.069
H (-3.65601, -1.13436, -9.13760)  0.064
C (-5.55565, 0.12302, -3.41919)  -0.114
C (-6.11996, 0.09759, -1.99743)  -0.265
C (-5.66943, 1.25530, -1.10449)  -0.229
C (-4.17586, 1.31172, -0.78756)  -0.230
C (-3.63416, 0.06072, -0.09767)  -0.271
C (-4.30303, -0.23461, 1.24096)  -0.108
H (-4.46681, 0.04162, -3.43226)  0.056
H (-5.95204, -0.69812, -4.01855)  0.067
H (-5.82515, 1.05823, -3.91580)  0.076
H (-5.88080, -0.85618, -1.51869)  0.098
H (-7.21025, 0.13332, -2.06399)  0.103
H (-6.22417, 1.21049, -0.16344)  0.099
H (-5.96436, 2.19613, -1.58055)  0.109
H (-3.99855, 2.17322, -0.13498)  0.109
H (-3.60422, 1.50325, -1.70138)  0.096
H (-2.56195, 0.18829, 0.06228)  0.094
H (-3.73932, -0.80475, -0.75889)  0.100
H (-4.18325, 0.60678, 1.92777)  0.075
H (-3.86930, -1.11528, 1.71587)  0.070
H (-5.37246, -0.41858, 1.12594)  0.064

Cartesian forces (eV/Å) of the 2 atoms listed first:
0.959 0.172 -0.140
-0.766 0.217 0.555

Properties
HOMO-LUMO gap (eV): 10.366

---

The following is a quantum chemistry calculation of a 2-piece molecular cluster, C3H12NO overall, from the OMol25 dataset.

Last column: natural (NBO) charge in e.
Geometry (Å):
C (-2.03032, 0.52953, -1.45058)  -0.261
O (-1.60289, 0.59940, -0.08140)  -0.776
H (-1.15803, 0.65821, -2.06895)  0.178
H (-2.74036, 1.31768, -1.68482)  0.202
H (-2.54292, -0.40831, -1.67330)  0.190
H (-2.37145, 0.84085, 0.45056)  0.509
C (0.74457, -1.58248, 0.62617)  -0.416
N (0.99463, -0.22133, 0.07246)  -0.515
C (1.67844, 0.80539, 0.93902)  -0.416
H (0.18705, -2.15770, -0.09912)  0.239
H (0.17789, -1.44864, 1.54092)  0.231
H (1.69478, -2.03381, 0.90780)  0.233
H (1.47387, -0.29718, -0.81975)  0.424
H (0.07447, 0.22263, -0.05927)  0.472
H (2.69401, 0.51902, 1.19429)  0.237
H (1.63852, 1.72671, 0.36053)  0.235
H (1.08774, 0.93002, 1.84543)  0.233

Cartesian forces (eV/Å) of the 2 atoms listed first:
-0.645 -0.028 0.030
-0.321 0.065 -0.115

Properties
Energy relative to the best compared isomer or geometry (same formula, charge and spin) (kJ/mol): 91.6
Charge: +1
HOMO-LUMO gap (eV): 12.009

---

The following is a quantum chemistry calculation of C13H27BN7O2RhSSi as an isolated structure, from the OMol25 dataset.

Last column: natural (NBO) charge in e.
Geometry (Å):
Rh (0.25911, 0.24863, 0.41091)  0.975
B (-1.51358, -1.11957, 3.26158)  0.200
N (-2.21257, -0.54917, 1.99353)  -0.306
C (-3.52698, -0.29101, 1.95072)  -0.010
C (-3.90154, -0.06636, 0.64083)  -0.347
C (-2.71720, -0.20481, -0.07594)  -0.003
N (-1.71268, -0.49452, 0.74257)  -0.271
N (-0.06447, -1.57828, 2.93419)  -0.298
C (0.65318, -2.34179, 3.76587)  -0.014
C (1.83101, -2.70169, 3.14181)  -0.356
C (1.75139, -2.09814, 1.88943)  -0.014
N (0.60751, -1.41698, 1.77679)  -0.322
H (-2.12999, -2.09193, 3.62643)  -0.037
H (-1.50884, -0.26727, 4.14281)  -0.099
H (-4.11390, -0.30780, 2.85464)  0.224
H (-4.88316, 0.16551, 0.26665)  0.233
H (-2.53907, -0.12078, -1.13092)  0.221
H (0.27008, -2.58987, 4.74246)  0.223
H (2.62084, -3.32243, 3.52684)  0.230
H (2.45667, -2.10911, 1.08198)  0.239
N (4.29836, 0.24773, -1.47893)  -0.807
C (3.02623, 0.18657, -1.02643)  0.698
O (2.74375, -0.27043, 0.07075)  -0.644
C (1.92630, 0.67756, -1.92765)  -0.560
C (0.60105, 0.02522, -1.57317)  -0.348
H (5.04060, -0.01344, -0.85231)  0.407
H (4.53426, 0.73204, -2.32559)  0.399
H (2.19731, 0.48115, -2.97069)  0.227
H (1.84378, 1.75898, -1.79854)  0.254
H (0.62585, -1.05394, -1.73027)  0.192
H (-0.23592, 0.49662, -2.07617)  0.199
N (0.82599, 1.30773, 3.95143)  -0.781
C (0.43465, 1.80656, 2.77038)  0.324
N (-0.81464, 2.22791, 2.60461)  -0.784
S (1.63325, 2.08571, 1.56740)  -0.262
H (0.14392, 0.87936, 4.56140)  0.406
H (1.76867, 0.95751, 3.98490)  0.421
H (-1.53413, 1.91819, 3.24189)  0.400
H (-1.06392, 2.41957, 1.62699)  0.464
C (-3.07087, 2.27821, -2.01758)  -1.152
Si (-1.44628, 2.88464, -1.27725)  1.939
C (-1.87592, 4.53600, -0.50670)  -1.149
C (-0.36934, 3.18869, -2.79892)  -1.150
O (-0.76160, 1.92054, -0.16550)  -1.227
H (-3.48532, 3.05350, -2.66814)  0.235
H (-3.80286, 2.05819, -1.23820)  0.230
H (-2.93478, 1.37745, -2.62256)  0.217
H (-2.12523, 5.26212, -1.28464)  0.233
H (-1.05028, 4.94178, 0.08351)  0.239
H (-2.74520, 4.44178, 0.15059)  0.229
H (-0.62690, 4.13881, -3.27244)  0.237
H (-0.50175, 2.39913, -3.54378)  0.225
H (0.68940, 3.22560, -2.53574)  0.220

Cartesian forces (eV/Å) of the 2 atoms listed first:
-2.351 0.257 1.020
0.032 0.050 0.039

Properties
Energy relative to the best compared isomer or geometry (same formula, charge and spin) (kJ/mol): 262.1
HOMO-LUMO gap (eV): 7.575

---

So what do the calculations give for max |F|? Going down the list: 0.0407; 0.0682; 0.0295; 0.0704; 0.0195; 0.0501 hartree/bohr.